No. 1
This record from the Open Molecules 2025 dataset describes C62H49Cl2N8O5STi as an isolated structure. The level of theory is wB97M-V/def2-TZVPD.

Atoms and positions in Å:
C1 1.243 -2.942 1.498
C2 3.840 1.707 3.038
C3 -4.320 -5.106 1.801
C4 2.423 2.655 -1.417
C5 -5.087 -6.433 3.430
O1 -1.012 -1.584 2.922
C6 -3.674 -0.315 -3.703
C7 4.719 -0.118 -0.373
C8 -1.521 2.015 -5.121
C9 -2.777 -1.234 -4.330
H1 -1.555 1.988 5.615
C10 -3.634 1.931 -0.722
O2 -4.146 -5.538 4.008
H2 1.199 -4.095 -1.152
Cl1 0.686 2.670 7.192
N1 1.552 -1.789 0.698
C11 2.782 3.601 -2.361
H3 1.786 -2.067 -1.877
H4 0.289 0.875 -4.868
H5 4.525 -2.943 -0.156
C12 -2.794 -3.713 3.036
H6 5.101 2.363 4.672
C13 1.641 3.078 -0.218
C14 3.383 3.223 -3.550
C15 -0.637 3.453 -1.167
H7 -2.544 7.696 -1.062
C16 -1.622 5.838 1.590
C17 2.924 -1.625 0.434
H8 -0.774 -2.875 -5.241
H9 1.423 -1.282 4.170
H10 3.655 3.959 -4.296
C18 -0.095 2.097 -3.171
H11 5.240 -0.261 0.577
C19 2.181 -1.760 3.544
O3 0.211 0.800 1.628
H12 4.665 -2.373 1.501
H13 -2.018 2.010 0.692
O4 -5.178 -6.153 2.034
H14 1.703 4.164 -0.077
H15 0.453 -6.049 3.692
C20 -3.314 0.350 -2.473
H16 2.560 4.643 -2.158
C21 -0.665 1.865 5.016
N2 2.238 0.335 -0.639
H17 -2.292 -3.413 3.945
H18 2.547 -1.023 2.838
Cl2 -2.415 1.179 3.113
N3 2.650 1.424 2.584
C22 2.634 1.279 -1.638
C23 -0.546 -2.389 -4.302
H19 -1.639 5.795 -2.245
H20 -0.686 3.945 1.523
C24 1.572 -2.948 2.862
C25 3.032 2.295 5.203
H21 4.083 1.560 -4.694
H22 -1.750 1.628 -6.107
C26 0.560 2.136 5.536
C27 1.728 2.006 4.744
H23 -2.870 -2.904 -0.259
H24 -4.744 -7.461 3.568
H25 -0.114 -6.038 1.282
H26 4.832 0.924 -0.668
C28 -4.059 -4.475 0.611
C29 -2.085 0.047 -1.897
C30 0.877 -1.927 -2.444
H27 4.570 -0.560 -3.689
C31 -2.169 6.912 0.902
H28 0.785 1.729 -2.666
H29 3.530 -1.230 -2.442
N4 -0.013 -1.116 -1.895
C32 -0.801 1.423 3.685
C33 3.945 -2.691 0.737
C34 -1.180 -0.911 -2.526
N5 -1.622 0.621 -0.780
Ti1 0.356 -0.304 0.137
H30 4.664 1.588 2.340
H31 3.482 -3.605 1.103
C35 1.585 1.562 3.410
C36 -1.463 -1.973 1.861
C37 -4.107 1.332 -1.856
H32 -2.561 7.773 1.428
C38 -0.907 3.063 -2.516
H33 -1.581 5.853 2.674
H34 1.417 -3.230 -4.056
H35 3.008 -2.070 4.188
H36 -0.360 -3.331 -0.812
C39 0.367 -5.177 1.733
C40 3.613 1.880 -3.770
C41 -2.372 1.574 -0.229
H37 -0.204 -5.089 -0.749
C42 3.255 0.900 -2.842
C43 4.089 2.148 4.355
C44 0.647 -4.075 0.931
C45 0.652 -2.581 -3.653
C46 -1.149 4.624 -0.494
C47 3.567 -0.518 -3.260
C48 -1.671 5.759 -1.166
C49 0.682 -5.186 3.079
H38 -4.188 2.708 -0.214
H39 -0.113 2.439 0.503
H40 2.871 -0.845 -4.036
C50 1.289 -4.072 3.630
S1 -4.693 -1.077 -5.702
C51 -1.491 -1.536 -3.731
H41 -4.550 -4.772 -0.306
H42 -5.057 1.603 -2.296
C52 -3.125 -3.435 0.648
H43 2.027 2.579 0.672
C53 -2.503 -3.062 1.830
H44 -2.760 4.152 -2.812
C54 -3.702 -4.733 2.980
H45 1.540 -4.053 4.685
H46 3.171 2.631 6.221
C55 0.292 1.219 2.869
C56 -2.337 2.964 -4.513
O5 -1.113 -1.544 0.680
H47 -6.066 -6.280 3.891
N6 -4.801 -0.156 -4.375
C57 3.266 -0.491 -0.218
N7 0.267 2.616 -0.413
H48 -3.243 3.293 -5.013
C58 -0.387 1.602 -4.425
H49 5.244 -0.729 -1.114
C59 0.302 -4.148 -0.529
C60 -1.116 4.737 0.920
N8 -3.231 -1.734 -5.461
C61 -2.167 6.856 -0.488
C62 -2.050 3.473 -3.260

Output
LUMO level (spin up / spin down) ... 1.5561 / 1.5564 eV
Energy relative to the best compared isomer or geometry (same formula, charge and spin) ... 13.2 kJ/mol
Total charge ... -1
HOMO level (spin up / spin down) ... -2.810 / -2.811 eV



No. 2
This record from the Open Molecules 2025 dataset describes C47H100N2O20S6SiTa as an isolated structure. The level of theory is wB97M-V/def2-TZVPD.

Atoms and positions in Å:
H1 -5.255 -5.304 -1.564
H2 -3.473 2.505 1.932
H3 0.598 -4.793 -5.095
C1 -4.082 0.183 -3.783
H4 -12.172 1.626 3.914
H5 1.580 -4.127 -3.631
C2 5.899 0.292 -0.261
H6 7.291 -1.654 -1.788
O1 -7.861 2.858 2.627
H7 -3.490 -1.970 8.177
H8 3.302 6.185 -0.077
Si1 -2.746 -5.527 -0.957
H9 9.401 6.580 -0.238
C3 -2.986 -4.394 -4.374
C4 3.778 5.331 -0.563
S1 -3.658 4.429 -0.384
C5 2.095 -3.217 -5.777
H10 11.918 4.997 -0.036
C6 12.177 4.779 -1.074
H11 8.408 5.116 -0.225
O2 -4.272 4.988 1.018
H12 -2.945 -5.556 -4.643
H13 5.288 -1.338 1.212
C7 6.999 -0.807 -2.547
H14 -2.281 -4.291 1.310
H15 2.606 -5.721 -1.090
H16 -1.260 -2.501 0.195
C8 -2.742 -1.613 7.466
O3 -3.281 -3.555 5.792
S2 12.313 6.322 -1.941
H17 2.348 -1.570 -2.883
C9 6.301 0.507 -1.837
C10 13.987 7.536 -4.470
C11 2.226 2.003 -2.590
O4 0.292 -4.772 0.875
C12 -8.303 3.759 0.203
H18 -8.133 1.453 9.588
H19 -8.291 -3.787 9.411
H20 -5.688 3.494 1.305
C13 -11.648 2.272 3.203
C14 -5.155 0.428 -2.558
H21 -5.366 1.495 -2.117
N1 0.146 -3.544 -1.227
H22 1.994 3.103 -2.914
H23 7.404 8.006 -0.203
O5 -8.334 -1.561 7.773
C15 4.257 -3.484 -4.068
H24 -3.495 1.095 -4.234
C16 -1.783 -7.164 -0.460
H25 14.051 8.100 -5.405
C17 -5.667 -2.357 -2.472
H26 -3.630 -3.432 0.156
C18 1.472 -6.008 -1.054
H27 5.509 -2.032 -0.529
H28 -2.794 5.828 -2.069
C19 2.844 1.508 -1.126
H29 0.132 -1.784 -3.778
O6 -2.401 3.765 -0.111
H30 8.014 -0.468 -3.063
H31 -5.517 4.684 2.594
O7 -1.340 -3.830 7.396
O8 -6.336 -0.834 9.101
H32 -4.128 -4.970 1.128
H33 -6.761 -0.733 -1.034
H34 -11.221 3.110 3.762
C20 -0.991 -3.601 3.543
C21 -3.212 -4.450 0.618
H35 11.867 7.094 -4.597
H36 -0.935 -7.425 -1.223
N2 2.970 0.001 -1.132
H37 13.139 4.264 -1.117
Ta1 -1.455 -4.039 -2.673
H38 1.508 0.598 -4.620
H39 -11.021 0.621 1.993
H40 3.317 -1.464 -4.925
H41 14.930 7.004 -4.309
C22 -4.569 -2.655 -3.697
H42 -7.813 1.170 7.850
H43 7.126 1.367 -1.869
H44 -9.671 -3.779 8.317
H45 3.618 -3.349 -3.069
H46 -1.900 -1.168 7.998
S3 -8.922 3.443 1.837
C23 3.500 -2.592 -5.216
H47 -8.139 -3.080 6.438
H48 1.160 -6.333 -2.134
H49 -3.222 3.778 3.124
C24 3.454 -0.993 -0.100
H50 11.393 4.179 -1.539
H51 12.920 5.921 -5.385
H52 -1.659 -4.390 3.900
H53 -2.993 -1.536 -5.190
H54 -12.375 2.690 2.499
H55 6.520 -3.665 -4.323
H56 -4.517 2.576 3.358
H57 5.384 0.947 -2.454
C25 -8.585 -3.903 8.363
H58 -2.300 -2.458 -2.094
H59 0.435 -2.196 4.303
H60 5.012 -0.832 -3.664
S4 -7.783 -0.828 9.119
O9 10.986 6.875 -2.109
C26 5.082 -1.091 0.063
O10 -9.987 2.278 1.432
C27 8.437 6.162 -0.543
H61 2.913 -0.833 0.945
H62 -4.305 -6.515 -2.757
C28 -5.973 -0.833 -1.900
H63 3.854 5.488 -1.640
H64 -2.499 -8.078 -0.286
C29 -0.183 -2.825 -4.254
C30 -10.569 1.499 2.467
H65 -0.859 -2.559 -5.196
H66 7.308 6.892 1.159
H67 -7.783 2.870 -0.157
H68 6.925 0.234 0.340
H69 0.275 -3.637 5.304
H70 2.337 -3.985 -6.631
H71 3.211 4.420 -0.359
H72 5.957 -3.307 -2.561
O11 -4.381 -4.068 -4.054
C31 12.822 6.565 -4.504
H73 -0.345 -1.411 -1.039
H74 -9.802 1.135 3.158
H75 -9.423 0.780 8.549
H76 -0.265 -4.056 2.863
H77 4.163 -4.644 -4.324
O12 -8.539 -1.310 10.256
H78 0.612 -2.117 0.428
C32 -0.287 -2.917 4.701
H79 -1.237 -6.963 0.583
O13 -4.714 3.793 -1.141
C33 6.043 -1.388 -3.790
H80 3.171 2.131 -0.191
C34 0.607 -4.754 -0.450
O14 13.392 7.083 -1.348
H81 -9.140 4.014 -0.449
H82 -4.245 6.534 -1.294
C35 -3.306 6.006 -1.121
C36 -8.347 0.810 8.731
H83 -7.610 4.601 0.263
C37 -4.474 -6.172 -1.626
C38 1.077 -3.801 -4.635
C39 -7.890 -2.879 7.485
H84 -3.195 -0.895 6.780
C40 5.781 -3.004 -3.702
H85 -0.555 -5.587 -3.259
H86 -6.241 -3.279 -1.985
S5 5.409 5.122 0.105
H87 -8.327 -4.919 8.052
C41 -4.957 4.082 1.870
O15 6.046 4.021 -0.587
C42 2.442 -0.470 -2.469
H88 4.243 -2.556 -6.150
H89 -2.657 6.572 -0.450
H90 -1.604 -2.886 2.985
H91 -4.794 -7.106 -0.997
C43 -3.990 3.184 2.618
H92 13.877 8.253 -3.651
O16 -1.202 -2.188 5.507
C44 -0.230 -2.375 -0.345
O17 -9.654 4.612 2.279
H93 3.090 -2.065 -0.475
H94 5.342 1.261 0.094
O18 6.038 6.522 -0.444
H95 6.572 -1.168 -4.826
O19 12.818 5.716 -3.366
S6 -2.163 -3.010 6.534
C45 -3.787 -1.365 -4.338
O20 5.327 5.177 1.549
H96 -2.635 -3.842 -5.366
H97 1.520 -2.316 -6.310
H98 8.375 6.170 -1.636
C46 1.945 0.678 -3.530
H99 -6.801 -2.951 7.578
H100 1.334 -6.920 -0.320
C47 7.292 6.950 0.066

Output
LUMO level ... 1.4396 eV
Total charge ... -1
HOMO level ... -4.419 eV



No. 3
This record from the Open Molecules 2025 dataset describes CsH4O2 as an isolated structure. The level of theory is wB97M-V/def2-TZVPD.

Atoms and positions in Å:
H1 0.753 -0.791 -0.392
Cs1 0.356 0.869 2.061
O1 1.374 -0.159 -0.755
O2 -1.814 0.235 -0.016
H2 -1.505 0.596 -0.847
H3 2.126 -0.195 -0.164
H4 -1.289 -0.555 0.112

Output
LUMO level (spin up / spin down) ... -9.4405 / -17.1718 eV
Energy relative to the best compared isomer or geometry (same formula, charge and spin) ... 85.4 kJ/mol
Total charge ... +2
HOMO level (spin up / spin down) ... -25.044 / -21.763 eV
Spin multiplicity ... 2



No. 4
This record from the Open Molecules 2025 dataset describes the molecule C5H6OSi. The level of theory is wB97M-V/def2-TZVPD.

Atoms and positions in Å:
H1 -2.772 0.425 -0.805
C1 -0.987 -0.509 -0.034
H2 -0.377 -2.293 0.704
C2 -0.536 0.394 -3.175
Si1 1.528 0.513 2.048
H3 -0.181 0.614 -4.193
O1 0.847 -0.898 1.552
C3 -1.035 0.438 -2.106
H4 2.590 1.044 1.094
H5 0.286 1.233 2.025
C4 -1.735 0.257 -0.863
H6 2.486 0.043 3.188
C5 -0.113 -1.261 0.565

Output
LUMO level ... 0.3674 eV
Energy relative to the best compared isomer or geometry (same formula, charge and spin) ... 49.3 kJ/mol
Structure (SMILES) ... C#CC=C=CO[SiH3]
HOMO level ... -9.223 eV



No. 5
This record from the Open Molecules 2025 dataset describes a 14-piece molecular cluster, C42H98N14O14 overall. The level of theory is wB97M-V/def2-TZVPD.

Atoms and positions in Å:
H1 -5.929 -0.104 -1.916
H2 -4.246 1.782 5.924
H3 -2.404 -5.307 -1.305
H4 -2.398 2.790 -3.091
N1 -3.998 0.265 4.522
H5 3.961 1.070 -5.557
H6 3.477 -0.361 5.066
C1 -5.307 4.414 -1.251
H7 -0.277 0.344 -5.165
C2 3.124 -1.823 0.910
C3 0.295 2.593 -4.115
O1 -1.180 1.818 0.757
H8 -0.789 4.464 -0.412
H9 -0.862 -1.960 4.684
C4 2.284 5.091 -0.332
H10 2.277 -1.182 -3.273
C5 3.261 0.598 4.605
H11 5.248 -1.358 0.207
N2 -4.556 4.734 -0.066
O2 0.418 -3.242 -3.953
O3 2.680 1.343 1.952
H12 -0.284 7.706 2.193
H13 2.482 4.479 2.203
H14 -0.259 6.135 -0.816
H15 -1.873 5.856 -0.659
H16 -4.128 2.736 0.378
H17 5.111 -3.813 1.899
H18 -0.497 4.138 1.825
H19 -4.274 0.407 -2.139
O4 -1.720 -0.386 -3.935
C6 1.770 1.136 2.757
C7 4.534 6.044 -0.033
C8 -0.600 -3.007 4.824
N3 -0.709 6.031 1.137
N4 -0.786 1.687 -3.718
H20 4.229 -5.015 0.958
N5 -4.440 -1.221 -0.841
H21 0.474 -3.139 4.960
C9 3.451 4.700 1.747
H22 -0.721 -5.544 5.094
C10 -0.130 -7.284 0.263
H23 -3.934 6.022 1.384
H24 -4.922 -0.695 1.140
H25 -2.775 -5.855 -5.212
C11 -1.670 -3.498 2.641
H26 7.909 1.060 0.201
H27 0.995 -0.461 5.427
C12 -3.652 3.722 0.440
H28 -3.748 -1.483 3.336
H29 -5.998 3.590 -1.054
C13 -0.127 -4.920 -0.443
H30 4.896 -3.582 0.182
H31 0.161 -3.690 -6.295
O5 -3.024 -2.974 -1.303
C14 -3.653 -1.990 -1.632
H32 -0.100 0.509 4.411
H33 -5.677 -2.177 0.533
H34 5.420 5.466 0.250
H35 -0.761 -8.158 0.391
H36 6.983 2.199 -0.772
H37 0.817 -5.042 -0.975
C15 -1.206 0.639 0.419
H38 -5.170 0.781 -0.662
H39 -2.030 -4.300 1.981
H40 -1.188 2.564 -1.801
H41 6.886 2.161 0.996
H42 -0.486 7.998 0.406
C16 0.855 0.501 4.936
H43 3.447 1.423 5.302
N6 -0.333 0.107 -0.452
N7 5.873 0.574 0.063
H44 0.963 2.810 -3.279
N8 3.400 5.285 0.422
H45 0.352 -6.944 1.179
C17 -2.672 -4.841 -4.822
O6 7.200 -1.136 0.763
H46 1.691 0.633 -0.263
H47 -4.685 4.221 -2.125
O7 -2.936 -7.102 -0.398
H48 -3.956 -2.155 0.983
H49 3.505 0.166 -6.926
C18 -4.182 -1.152 4.283
H50 3.920 0.182 -0.598
H51 -1.354 -3.646 -3.060
C19 2.827 -0.430 -3.855
H52 -0.243 3.545 -4.209
H53 -1.421 -3.753 -7.057
C20 -4.967 0.007 -1.401
H54 -0.526 -5.225 -6.660
H55 4.561 6.287 -1.090
O8 -1.729 -2.326 2.292
H56 -1.216 -1.802 -0.296
H57 5.006 -0.309 -6.076
H58 3.093 -1.876 -0.188
H59 -0.818 -4.253 -0.957
C21 -0.788 -4.223 -6.300
H60 2.361 -2.753 -4.971
H61 -1.497 -5.977 3.599
C22 -0.783 -5.276 4.040
H62 3.613 -2.521 -6.163
H63 0.839 2.284 -4.998
H64 -2.450 0.236 3.197
C23 2.751 -2.038 -5.693
H65 1.539 4.494 0.219
H66 0.824 1.294 5.687
H67 -3.646 -1.671 -2.688
N9 -0.883 -6.171 -0.307
H68 1.957 -1.843 -6.418
H69 0.185 -5.559 3.610
C24 2.215 -3.776 2.075
N10 1.950 0.759 4.018
C25 -1.675 2.093 -2.649
C26 -0.313 -1.309 -0.659
C27 -0.956 0.495 -4.307
C28 3.987 0.055 -5.950
H70 -2.965 -4.770 -3.777
H71 -1.843 7.859 1.447
H72 -1.918 -0.065 0.870
H73 0.628 -7.514 -0.492
C29 -0.932 5.517 -0.202
C30 6.131 -0.717 0.360
C31 6.938 1.540 0.094
H74 4.515 1.799 -1.028
H75 2.260 -1.285 1.278
C32 -2.179 -6.206 -0.716
H76 0.087 -4.529 0.553
C33 -4.554 5.972 0.474
H77 3.922 3.714 1.706
C34 -2.978 0.904 3.900
H78 0.749 1.337 2.406
N11 3.229 -0.816 -5.085
C35 -0.564 5.179 2.181
H79 0.528 -1.808 -0.165
H80 3.874 5.435 2.433
O9 -2.643 2.052 4.115
H81 -3.401 -4.265 -5.405
H82 -5.253 -1.348 4.222
C36 -0.835 7.456 1.285
C37 -0.706 -3.708 -3.952
O10 3.094 0.669 -3.384
O11 -0.555 5.516 3.347
N12 -1.359 -4.271 -4.987
H83 1.259 -3.229 2.044
N13 -1.098 -3.891 3.790
O12 2.049 5.570 -1.418
H84 -1.078 -3.250 5.778
C38 -4.762 -1.580 0.526
N14 3.183 -3.212 1.350
H85 3.984 1.365 0.612
O13 2.299 -4.867 2.627
H86 4.037 0.815 3.867
H87 4.089 -1.339 1.063
H88 -0.332 -1.674 -1.693
H89 -5.976 5.231 -1.522
C39 4.538 1.021 -0.270
C40 4.399 -3.949 1.080
H90 -3.675 -1.831 4.978
H91 -3.496 3.797 1.516
O14 -5.205 6.917 0.072
C41 -4.734 0.850 5.634
H92 0.616 1.959 -0.715
H93 1.062 0.634 -1.896
H94 4.613 6.990 0.515
C42 0.822 0.906 -0.868
H95 -4.651 0.239 6.530
H96 -5.729 1.139 5.305
H97 -2.738 3.620 -0.136
H98 -2.283 1.236 -2.375

Output
LUMO level ... 0.3800 eV
Energy relative to the best compared isomer or geometry (same formula, charge and spin) ... 774.6 kJ/mol
HOMO level ... -8.783 eV



What is the formula in the fourth record? C5H6OSi



Please write out number 3 again, unchanged.
This record from the Open Molecules 2025 dataset describes CsH4O2 as an isolated structure. The level of theory is wB97M-V/def2-TZVPD.

Atoms and positions in Å:
H1 0.753 -0.791 -0.392
Cs1 0.356 0.869 2.061
O1 1.374 -0.159 -0.755
O2 -1.814 0.235 -0.016
H2 -1.505 0.596 -0.847
H3 2.126 -0.195 -0.164
H4 -1.289 -0.555 0.112

Output
LUMO level (spin up / spin down) ... -9.4405 / -17.1718 eV
Energy relative to the best compared isomer or geometry (same formula, charge and spin) ... 85.4 kJ/mol
Total charge ... +2
HOMO level (spin up / spin down) ... -25.044 / -21.763 eV
Spin multiplicity ... 2